# 1
C4H22N2O8 | ωB97M-V/def2-TZVPD

frontier orbital gap = 9.6 eV
SMILES = CNC(=O)[C@@H](N)CO.O.O.O.O.O.O
energy above the lowest of the compared OMol25 structures with the same formula, charge and spin = 1.760 eV
spin multiplicity = 1

```
36
Properties=species:S:1:pos:R:3:forces:R:3:mulliken_charge:R:1
C 1.2846 1.2255 -0.8495 -0.784 -0.314 -1.066 -1.272
N 0.1736 0.4043 -0.3141 2.588 1.066 0.517 0.473
C 0.2637 -0.1446 0.9432 -1.360 -0.668 -0.762 0.128
O -0.7065 -0.7749 1.3557 0.183 0.297 0.501 -0.770
C 1.5665 -0.1015 1.7593 -0.355 -1.027 -1.131 0.331
N 1.4490 0.8518 2.8392 0.300 0.687 0.349 -0.701
C 1.8617 -1.5741 2.1678 -0.004 1.187 -0.316 -0.577
O 2.5272 -2.2086 1.1130 0.977 -1.014 -0.011 -0.548
H 1.9341 1.6348 -0.1012 0.330 -0.021 0.286 0.560
H 0.8536 2.0765 -1.3778 -0.060 0.000 0.059 0.304
H 1.8170 0.6480 -1.6066 0.361 0.040 0.229 0.226
H -0.6825 0.7517 -0.7094 -0.829 -0.346 0.455 0.037
H 2.3761 0.0793 1.0520 0.210 0.460 0.166 0.379
H 2.3407 1.3132 3.0010 0.069 -0.396 0.130 0.310
H 0.8510 1.6466 2.6327 -0.273 -0.330 -0.089 0.236
H 2.5653 -1.5527 3.0001 -0.166 -0.089 0.165 0.341
H 0.9364 -2.0826 2.4265 -0.025 -0.034 0.244 0.232
H 2.3294 -2.0104 0.1827 -0.670 0.379 0.476 0.407
O -3.1362 -1.6764 -2.5643 -0.039 -0.282 -0.197 -0.640
H -3.8078 -1.6147 -1.8811 0.024 0.064 0.152 0.327
H -2.3738 -1.1668 -2.2796 -0.070 0.273 -0.028 0.358
O -2.0778 2.1336 -0.6145 1.601 -0.206 0.099 -0.579
H -2.2664 2.9074 -1.1374 -0.959 -0.071 0.072 0.221
H -2.7657 1.6201 -0.1577 -0.643 0.456 -0.260 0.391
O -3.1788 0.0282 0.5600 -1.734 1.156 0.584 -0.700
H -2.6555 -0.3964 -0.0918 1.031 -0.868 -0.405 0.232
H -2.6745 0.0291 1.3787 0.418 -0.441 -0.111 0.381
O 0.6190 3.6396 0.9634 -0.248 -0.087 0.024 -0.612
H -0.0913 4.1678 0.5849 0.062 0.225 0.051 0.310
H 0.2300 2.7582 0.9272 0.002 -0.067 -0.068 0.268
O -0.9989 -0.0521 -3.8845 0.138 0.658 0.559 -0.609
H -0.5228 -0.8670 -3.7192 -0.125 -0.220 -0.535 0.305
H -1.5819 -0.1413 -4.6428 0.092 -0.460 0.044 0.299
O 1.9002 -2.3522 -1.5252 -0.329 -0.339 -0.341 -0.669
H 0.9825 -2.1760 -1.7648 0.030 0.273 0.125 0.303
H 1.8923 -3.3120 -1.4063 0.259 0.057 0.036 0.318
```
Positions in Å, forces in eV/Å.



# 2
C4H22NO10 | ωB97M-V/def2-TZVPD

frontier orbital gap = 9.9 eV
charge = -1
energy above the lowest of the compared OMol25 structures with the same formula, charge and spin = 3.866 eV
spin multiplicity = 1

```
37
Properties=species:S:1:pos:R:3:forces:R:3:mulliken_charge:R:1
C 2.0138 -0.1996 -0.0653 -0.003 1.858 1.245 0.595
C 1.6381 -0.9686 -1.2877 0.175 3.370 -0.354 -0.205
C 2.0823 -0.2627 -2.5831 -1.489 -0.859 -1.032 -0.546
O 0.9922 0.4078 -3.1017 -2.536 3.318 -0.087 -0.527
N 1.1193 1.0903 0.0661 -0.806 -2.519 -0.095 -0.341
C -0.2400 0.7229 0.5011 0.104 3.130 -2.783 0.171
O -1.2011 1.2174 -0.2283 1.645 -1.712 1.115 -0.806
O -0.3458 0.0930 1.5432 0.556 -0.856 0.512 -0.450
H 3.0393 0.2543 0.0264 -0.719 -1.141 -0.277 0.369
H 1.7969 -0.9551 0.7120 0.333 1.409 0.340 -0.874
H 0.5386 -1.0326 -1.1401 0.510 -0.094 -1.136 -0.189
H 2.0049 -1.9138 -1.3396 1.264 -2.936 0.473 0.687
H 3.0350 0.3148 -2.7540 -0.596 -0.533 1.246 0.181
H 1.9942 -0.9681 -3.3816 1.674 -1.597 -0.252 0.315
H 0.4711 0.9887 -2.4810 1.085 -0.726 -0.837 0.276
H 0.9944 1.4984 -0.8715 0.392 -0.048 0.730 0.298
H -2.4731 2.2593 0.4756 0.376 1.097 0.282 0.387
H -1.7695 3.5679 0.9553 0.233 -0.236 -0.033 0.290
O -2.6239 3.2085 0.7189 -0.803 -0.435 -0.109 -0.663
H -1.7195 -0.2497 2.4901 0.478 1.092 -1.201 0.472
H -1.9581 -1.2656 3.4431 -0.819 0.456 0.306 0.311
O -2.2709 -0.3616 3.2436 -0.363 -0.946 2.270 -0.719
H 1.3879 0.8988 3.0812 0.179 0.104 0.507 0.313
H 0.3342 -0.0357 3.4193 0.618 0.551 1.013 0.418
O 1.0744 0.4398 3.8801 -0.611 -0.507 -1.286 -0.709
H -1.2887 -2.0493 -2.2891 1.901 -3.605 0.751 0.281
H -1.7545 -0.8066 -1.4618 0.279 -1.106 -2.050 0.308
O -1.7016 -1.2577 -2.3732 -2.336 4.839 1.281 -0.633
H -1.0201 2.3576 -1.8268 -0.577 -0.546 0.547 0.484
H -0.7759 2.1298 -3.4344 0.547 2.141 3.331 0.324
O -0.5566 2.7326 -2.5769 -0.124 -1.605 -3.726 -0.740
H 1.5086 -2.0451 1.9741 0.755 0.805 0.421 0.365
H 0.2775 -2.7630 1.7665 -0.612 -0.484 -0.017 0.360
O 1.1822 -2.9320 2.0295 -0.271 -0.513 -0.128 -0.669
H -2.5909 -1.0062 0.6685 1.096 -1.615 1.242 0.405
H -1.1351 -1.3730 1.0629 -1.343 -0.217 0.155 0.201
O -2.0596 -1.7359 1.1387 -0.193 0.666 -2.363 -0.740
```
Positions in Å, forces in eV/Å.



# 3
C4H22NO7 | ωB97M-V/def2-TZVPD

frontier orbital gap = 9.0 eV
charge = +1
energy above the lowest of the compared OMol25 structures with the same formula, charge and spin = 6.218 eV
spin multiplicity = 1

```
34
Properties=species:S:1:pos:R:3:forces:R:3:mulliken_charge:R:1
C -2.3152 -2.3525 0.3435 2.902 -3.211 1.240 -1.236
C -1.8545 -1.0825 -0.2572 2.107 0.323 -1.902 0.425
C -1.3576 -0.7951 -1.5085 -2.223 -3.497 1.539 -0.746
C -2.8466 0.3820 1.4411 0.259 -1.245 -0.683 -0.127
N -1.8173 -0.0471 0.8228 -1.223 0.145 -2.100 0.419
H -1.8538 -2.5358 1.4192 -1.579 0.969 -1.737 0.276
H -3.3762 -2.2536 0.2576 -0.874 -1.001 0.677 0.342
H -1.8764 -3.3838 -0.0780 -1.364 2.548 -0.093 0.332
H -1.2789 0.1753 -1.7412 0.537 3.438 -0.630 0.314
H -1.1867 -1.4301 -2.4518 -0.620 0.325 2.208 0.285
H -2.6513 0.9804 2.2844 -0.209 0.884 0.715 0.287
H -3.8698 0.0884 1.1564 0.675 -0.057 0.195 0.289
H -0.8926 0.3872 0.9885 -0.147 -0.441 0.462 0.208
H 2.6895 -2.9686 0.5987 -0.272 -2.556 0.325 0.301
H 3.4655 -1.8747 1.4446 -1.195 -0.844 -1.768 0.311
O 2.8692 -2.0683 0.6513 1.358 3.474 1.388 -0.597
H 0.9909 0.4203 2.6920 -1.335 -1.069 -3.023 0.303
H 1.3262 -0.2845 1.4006 5.111 -2.122 -2.535 0.193
O 0.6060 0.0197 1.7977 -3.528 2.517 6.277 -0.570
H -2.2562 3.4700 0.4729 -1.437 0.411 -1.015 0.270
H -1.1569 3.1864 1.2194 0.741 -0.637 0.619 0.244
O -1.8971 2.6862 0.8673 0.615 0.816 0.241 -0.505
H 2.7419 -1.9829 -1.7521 -0.308 0.462 -0.977 0.346
H 1.7302 -1.5374 -2.8750 -1.168 -0.577 -0.269 0.350
O 2.6148 -1.4471 -2.5706 1.792 -0.074 1.105 -0.711
H 1.0428 -0.3747 -0.2708 -1.437 1.404 -3.589 0.175
H 1.7600 -0.1840 -1.5920 -2.265 0.612 0.210 0.381
O 0.8006 0.0243 -1.2418 4.477 -2.171 3.386 -0.615
H 2.1984 1.7514 -2.3614 -0.644 0.186 0.795 0.303
H 2.1629 3.1919 -2.0507 -0.305 0.067 0.510 0.255
O 1.7764 2.3635 -1.7160 1.191 0.268 -1.462 -0.562
H 1.5780 2.1668 0.1494 -0.935 0.801 -1.376 0.402
H 0.7444 2.9252 1.4078 -1.640 1.630 -0.370 0.184
O 1.3894 2.3836 1.0521 2.945 -1.776 1.637 -0.527
```
Positions in Å, forces in eV/Å.



# 4
C4H22O7 | ωB97M-V/def2-TZVPD

frontier orbital gap = 10.5 eV
SMILES = CO.CO.CO.CO.O.O.O
energy above the lowest of the compared OMol25 structures with the same formula, charge and spin = 3.708 eV
spin multiplicity = 1

```
33
Properties=species:S:1:pos:R:3:forces:R:3:mulliken_charge:R:1
C 0.5730 1.3703 1.6715 0.049 0.843 -0.377 -0.501
O -0.2062 0.6014 0.7622 0.331 -0.330 0.389 -0.493
H 0.9743 0.8068 2.5138 -0.508 -0.373 -0.183 0.230
H 1.4372 1.8207 1.1832 0.191 -0.087 -0.208 0.220
H -0.0264 2.2118 2.0187 -0.024 -0.002 0.457 0.246
H -0.3801 1.1707 0.0091 -0.069 -0.050 -0.095 0.297
C 3.9220 2.5680 -3.4717 0.501 -0.199 -0.150 -0.503
O 3.7759 3.8599 -2.9131 0.003 0.071 0.000 -0.496
H 4.3319 2.5957 -4.4813 -0.206 0.145 -0.260 0.264
H 4.6879 2.0324 -2.9109 -0.265 0.010 0.330 0.209
H 2.9853 2.0106 -3.4692 -0.016 -0.093 0.034 0.231
H 3.3563 4.4178 -3.5721 -0.019 0.064 0.046 0.295
C 4.5063 -3.2279 3.0481 0.377 -0.514 -0.137 -0.436
O 5.8721 -3.2903 2.7028 0.988 -0.084 0.246 -0.508
H 4.3175 -2.7007 3.9833 -0.077 0.474 -0.201 0.244
H 4.0088 -2.8340 2.1618 -0.781 0.051 0.456 0.215
H 4.2361 -4.2611 3.2659 -0.366 0.022 -0.357 0.189
H 6.3050 -2.4443 2.8393 -0.144 0.052 -0.007 0.296
C -5.3662 -1.5739 -4.2955 -0.069 -0.370 -0.553 -0.417
O -6.1387 -2.7201 -4.1951 -0.972 -1.952 0.580 -0.503
H -6.1054 -0.7748 -4.2389 0.940 0.917 -0.186 0.246
H -4.5646 -1.5691 -3.5570 -0.061 0.501 0.225 0.204
H -4.9121 -1.7423 -5.2720 0.149 1.006 -0.102 0.173
H -6.7022 -2.6633 -3.4199 0.015 -0.104 0.037 0.297
O -1.6952 3.7417 -2.9371 0.020 -0.243 0.073 -0.632
H -0.9790 4.2642 -3.2980 0.207 0.101 -0.094 0.313
H -2.4085 4.3673 -2.8105 -0.218 0.129 0.046 0.321
O -4.2671 -1.8344 2.2117 -0.144 -0.162 0.121 -0.638
H -4.6989 -1.0949 1.7839 -0.123 0.172 -0.091 0.312
H -3.3390 -1.7219 2.0064 0.290 0.006 -0.040 0.326
O -1.3368 -1.4692 7.4724 -0.076 -0.190 -0.045 -0.635
H -0.6250 -1.3129 8.0930 0.180 -0.009 0.174 0.318
H -1.5383 -0.6042 7.1154 -0.102 0.197 -0.127 0.317
```
Positions in Å, forces in eV/Å.



Number 1: HOMO -9.53 eV. Number 2: HOMO -6.95 eV. Number 3: HOMO -12.50 eV. Number 4: HOMO -10.24 eV.